*one*
Entry from the OMol25 dataset: the molecule C5H4N2O (wB97M-V/def2-TZVPD).

Its SMILES is O=Nc1ccccn1. The frontier orbital gap comes out at 8.55 eV. Its HOMO energy is -9.51 eV.

Geometry (Å):
C 0.4897 0.1170 0.0638
C -0.1747 -0.9819 0.0811
C -1.5655 -0.9047 -0.1138
C -2.0513 0.3543 -0.2636
C -1.2348 1.4194 -0.3033
H 0.3272 -2.0125 0.2943
H -2.4138 -1.7565 0.0613
H -3.1542 0.5770 -0.3584
H -1.5584 2.5517 -0.2440
N 1.9665 0.0255 0.1295
N 0.1209 1.3358 -0.1612
O 2.4259 -1.1142 0.4604

---

*two*
Entry from the OMol25 dataset: the molecule C5H4N2O (wB97M-V/def2-TZVPD).

Its SMILES is C=CC1=NC(=O)N=C1. The frontier orbital gap comes out at 7.65 eV. Its HOMO energy is -10.03 eV.

Geometry (Å):
C 1.9516 -0.9619 -0.1715
C 1.3452 0.2864 0.0185
C -0.0458 0.3052 0.0750
C -2.1168 -0.4394 0.1402
C -0.9206 1.3749 -0.1235
H 1.2466 -1.7943 -0.1419
H 3.0498 -1.2043 -0.2669
H 2.0516 1.1701 0.3613
H -0.5764 2.3600 -0.0958
N -0.7281 -0.8008 0.4093
N -2.2395 0.9541 -0.0217
O -3.0177 -1.2500 -0.1830

---

*three*
Entry from the OMol25 dataset: the molecule C5H4N2O (wB97M-V/def2-TZVPD).

Its SMILES is c1cc2o[nH]cc-2n1. The frontier orbital gap comes out at 9.16 eV. Its HOMO energy is -8.71 eV.

Geometry (Å):
C -0.1278 -0.1452 0.6119
C 0.6680 -1.1957 0.9879
C 1.3639 -1.4074 -0.1914
C -0.0542 0.0571 -0.8845
C -0.9229 1.0162 -0.9343
H -1.3360 2.4649 0.3687
H 0.7820 -1.7424 1.8954
H 2.2561 -1.9817 -0.2244
H -1.2138 1.6434 -1.8574
N -1.5253 1.3781 0.1978
N 1.0444 -0.7698 -1.2922
O -0.9345 0.6825 1.3225

---

List of relative energies, unit kcal/mol: *one* 13.7; *two* 0.0; *three* 23.2